# 1
{"formula": "C24H19AsO4Zn", "method": "wB97M-V/def2-TZVPD", "molar_mass_g_mol": 511.72, "max_force_ev_per_a": 5.36, "energy_ha": -5241.27631, "total_charge": 2, "lumo_energy_ev": -8.5, "homo_lumo_gap_ev": 5.64, "elements": ["Zn", "C", "O", "C", "O", "C", "O", "C", "O", "C", "H", "H", "C", "H", "H", "C", "C", "C", "C", "C", "C", "As", "C", "C", "C", "C", "C", "C", "C", "C", "C", "C", "C", "C", "H", "H", "H", "H", "H", "H", "H", "H", "H", "H", "H", "H", "H", "H", "H"], "xyz": [[0.798, 1.868, -2.680], [1.170, 2.346, -0.343], [1.515, 2.765, 0.666], [0.780, 3.928, -2.860], [0.835, 5.066, -2.713], [-0.932, 0.876, -2.155], [-2.081, 0.779, -2.338], [2.884, 1.235, -2.458], [3.930, 0.995, -2.063], [0.910, 0.090, -6.189], [1.843, -0.482, -6.125], [-0.020, -0.478, -6.077], [0.906, 1.392, -6.494], [-0.026, 1.947, -6.644], [1.835, 1.937, -6.695], [-2.673, 2.107, 3.502], [-2.389, 2.789, 2.315], [-1.557, 2.221, 1.345], [-1.050, 0.937, 1.571], [-1.304, 0.259, 2.767], [-2.104, 0.854, 3.746], [-0.184, -0.026, 0.091], [1.466, -0.594, 1.019], [2.348, -1.316, 0.206], [3.620, -1.623, 0.688], [3.994, -1.237, 1.980], [3.074, -0.566, 2.796], [1.820, -0.181, 2.303], [-1.249, -1.660, 0.311], [-0.724, -2.786, 0.960], [-1.595, -3.808, 1.363], [-2.965, -3.688, 1.109], [-3.469, -2.614, 0.362], [-2.600, -1.599, -0.055], [-3.353, 2.539, 4.240], [-2.819, 3.777, 2.133], [-1.329, 2.758, 0.424], [-0.874, -0.736, 2.920], [-2.264, 0.326, 4.688], [2.047, -1.616, -0.802], [4.318, -2.176, 0.054], [5.001, -1.460, 2.349], [3.331, -0.325, 3.824], [1.137, 0.422, 2.907], [0.346, -2.832, 1.170], [-1.189, -4.682, 1.888], [-3.654, -4.430, 1.509], [-4.535, -2.547, 0.117], [-2.969, -0.751, -0.632]], "forces_ev_per_angstrom": [[-0.12, -0.73, 0.27], [1.22, 1.60, 2.87], [-0.96, -1.24, -3.00], [0.40, 5.34, 0.30], [-0.33, -4.66, -0.68], [-2.46, 0.32, -0.78], [3.33, -0.01, 0.71], [3.55, -0.91, 1.37], [-3.73, 0.83, -1.59], [-0.01, -0.03, 0.15], [-0.32, 0.23, -0.02], [0.33, 0.24, -0.03], [0.01, 0.16, 0.17], [0.31, -0.24, 0.05], [-0.31, -0.22, 0.08], [0.04, -0.04, -0.13], [0.00, 0.25, -0.03], [-0.28, -0.48, 0.66], [-0.22, 0.41, -0.62], [-0.08, 0.04, -0.03], [0.30, -0.07, -0.28], [-0.83, -1.51, 2.41], [0.14, 0.58, -1.23], [0.36, 0.19, 0.36], [0.10, -0.14, -0.09], [-0.25, -0.01, 0.04], [-0.03, 0.03, -0.20], [0.20, -0.18, -0.10], [-0.09, -0.27, -0.48], [-0.26, 0.19, -0.04], [0.13, 0.25, -0.09], [0.01, 0.10, -0.05], [0.33, 0.17, -0.01], [0.02, -0.28, 0.24], [0.31, -0.05, -0.27], [0.10, -0.34, 0.13], [-0.23, -0.03, 0.14], [-0.33, 0.32, 0.02], [-0.09, 0.22, -0.31], [0.11, -0.06, 0.27], [-0.19, 0.19, 0.25], [-0.51, 0.02, -0.12], [0.05, 0.07, -0.21], [0.38, -0.29, -0.18], [-0.37, -0.15, 0.06], [-0.28, 0.44, -0.22], [0.19, 0.08, -0.23], [0.46, -0.09, 0.15], [-0.09, -0.22, 0.29]], "lowdin_charge": [0.55, -0.09, 0.19, 0.08, 0.24, -0.23, 0.10, 0.09, 0.22, -0.07, 0.06, 0.06, -0.08, 0.06, 0.06, -0.04, -0.06, -0.13, -0.37, -0.10, -0.04, 1.34, -0.39, -0.15, -0.07, -0.04, -0.04, -0.08, -0.36, -0.10, -0.05, -0.05, -0.05, -0.11, 0.12, 0.12, 0.08, 0.11, 0.12, 0.10, 0.12, 0.12, 0.12, 0.10, 0.10, 0.12, 0.12, 0.12, 0.09]}


# 2
{"formula": "C5H7N3O2", "method": "wB97M-V/def2-TZVPD", "molar_mass_g_mol": 141.13, "max_force_ev_per_a": 4.91, "relative_energy_ev": 5.501, "energy_ha": -509.29737, "total_charge": 0, "lumo_energy_ev": -0.4, "homo_lumo_gap_ev": 9.34, "elements": ["C", "C", "C", "C", "C", "N", "N", "N", "O", "O", "H", "H", "H", "H", "H", "H", "H"], "xyz": [[1.565, -0.476, -0.840], [-0.734, -0.221, -0.865], [0.467, 0.302, -1.514], [0.636, -0.820, 1.238], [-0.682, -0.104, 0.749], [1.616, -0.976, 0.270], [-1.681, -0.737, -1.466], [-0.710, 1.316, 1.080], [-1.797, 1.828, 1.343], [0.369, 1.930, 1.102], [2.475, -0.453, -1.488], [0.703, 1.321, -1.015], [0.472, 0.332, -2.583], [0.985, -0.112, 2.009], [0.543, -1.820, 1.850], [-1.811, -0.450, 1.036], [-2.417, -0.860, -0.907]], "forces_ev_per_angstrom": [[1.87, 1.30, -4.35], [0.32, 1.32, 1.86], [0.68, 1.27, 2.89], [-1.85, -0.65, 2.69], [-3.08, -2.19, -1.74], [1.51, -1.09, 1.91], [2.03, 0.50, -3.55], [0.35, 2.05, 1.10], [1.11, -0.56, -0.47], [-1.27, -0.71, -0.17], [-0.35, -0.63, 0.63], [-0.63, -1.00, -1.35], [0.04, -0.14, -0.44], [0.39, -0.35, -0.26], [-0.55, 1.82, -1.45], [3.16, 0.38, -0.08], [-3.73, -1.32, 2.78]], "lowdin_charge": [-0.18, -0.34, -0.09, -0.17, -0.11, 0.04, 0.20, -0.37, 0.08, 0.06, 0.13, 0.15, 0.12, 0.12, 0.16, 0.20, 0.00]}


# 3
{"formula": "C43H53N9O3PRbS", "method": "wB97M-V/def2-TZVPD", "molar_mass_g_mol": 892.47, "max_force_ev_per_a": 4.46, "relative_energy_ev": 0.000, "energy_ha": -3152.48422, "total_charge": 0, "lumo_energy_ev": -0.2, "homo_lumo_gap_ev": 6.32, "elements": ["Rb", "C", "C", "C", "C", "C", "C", "N", "N", "C", "C", "C", "C", "C", "N", "H", "H", "H", "H", "H", "H", "H", "H", "H", "N", "C", "C", "C", "C", "C", "C", "C", "C", "N", "C", "H", "H", "H", "H", "H", "H", "H", "H", "N", "C", "C", "C", "C", "C", "C", "S", "N", "C", "C", "C", "C", "C", "C", "N", "H", "H", "H", "H", "H", "H", "H", "H", "H", "C", "C", "C", "C", "O", "H", "H", "H", "H", "H", "H", "H", "H", "H", "C", "N", "C", "C", "C", "O", "H", "H", "H", "H", "H", "H", "H", "H", "H", "C", "P", "C", "C", "O", "H", "H", "H", "H", "H", "H", "H", "H", "H"], "xyz": [[0.309, 0.587, -0.123], [4.587, 0.861, 3.966], [3.379, 0.331, 3.647], [2.408, 1.045, 2.988], [2.691, 2.329, 2.554], [3.930, 2.904, 2.852], [4.895, 2.171, 3.568], [1.653, 2.885, 1.695], [1.730, 4.095, 1.641], [0.758, 4.665, 0.696], [0.965, 6.023, 0.439], [0.057, 6.568, -0.514], [-0.845, 5.738, -1.124], [-0.950, 4.413, -0.765], [-0.127, 3.883, 0.158], [5.397, 0.241, 4.308], [3.147, -0.670, 3.911], [1.534, 0.534, 2.671], [4.240, 3.926, 2.628], [5.816, 2.673, 3.893], [1.645, 6.596, 1.082], [0.115, 7.572, -0.852], [-1.513, 6.202, -1.813], [-1.696, 3.783, -1.235], [-1.501, 1.695, 2.160], [-2.719, 1.076, 2.126], [-3.879, 1.715, 1.822], [-5.101, 1.005, 1.882], [-5.138, -0.277, 2.315], [-3.948, -0.959, 2.661], [-3.937, -2.325, 2.931], [-2.782, -2.943, 3.260], [-1.589, -2.238, 3.230], [-1.514, -0.979, 2.819], [-2.687, -0.348, 2.531], [-1.348, 2.621, 1.829], [-0.668, 1.214, 2.485], [-3.779, 2.673, 1.425], [-6.016, 1.467, 1.437], [-6.110, -0.774, 2.288], [-4.976, -2.846, 3.089], [-2.833, -3.993, 3.572], [-0.635, -2.754, 3.373], [4.310, -2.876, 0.720], [5.518, -2.203, 1.097], [6.464, -2.780, 1.880], [7.685, -2.106, 2.151], [7.858, -0.846, 1.736], [6.869, -0.200, 1.051], [5.654, -0.857, 0.728], [4.332, -0.109, -0.182], [2.999, -0.962, 0.366], [3.119, -2.240, 0.675], [1.899, -3.090, 0.853], [1.776, -4.097, 1.770], [0.655, -4.840, 1.853], [-0.387, -4.424, 1.065], [-0.246, -3.307, 0.228], [0.927, -2.666, 0.076], [4.180, -3.873, 0.869], [6.290, -3.751, 2.333], [8.528, -2.648, 2.666], [8.799, -0.322, 1.854], [7.089, 0.787, 0.695], [2.612, -4.280, 2.493], [0.477, -5.662, 2.559], [-1.403, -4.905, 1.014], [-1.063, -2.926, -0.251], [2.621, 2.325, -2.151], [1.452, 2.338, -3.139], [1.793, 1.453, -4.370], [1.355, 3.795, -3.663], [0.321, 1.905, -2.464], [3.540, 2.694, -2.522], [2.804, 1.308, -1.862], [2.436, 2.948, -1.254], [2.682, 1.769, -4.904], [1.040, 1.365, -5.129], [2.122, 0.497, -3.960], [2.310, 4.162, -3.963], [1.015, 4.458, -2.895], [0.749, 3.930, -4.514], [-2.067, 1.335, -4.268], [-2.364, 0.301, -3.274], [-1.287, -0.694, -3.326], [-2.921, 0.501, -2.056], [-3.912, 1.657, -1.864], [-2.621, -0.169, -1.095], [-2.106, 0.844, -5.227], [-1.050, 1.772, -4.001], [-2.775, 2.124, -4.368], [-0.352, -0.123, -3.324], [-1.358, -1.271, -4.213], [-1.361, -1.272, -2.411], [-4.574, 1.323, -1.024], [-4.517, 1.806, -2.795], [-3.360, 2.544, -1.648], [-3.707, -3.121, -2.579], [-4.306, -4.083, -1.161], [-5.518, -5.298, -1.880], [-5.459, -2.819, -0.509], [-3.334, -4.577, -0.219], [-4.573, -2.833, -3.164], [-2.972, -3.708, -3.164], [-3.257, -2.230, -2.195], [-6.116, -4.746, -2.599], [-6.250, -5.637, -1.160], [-4.901, -6.051, -2.395], [-6.142, -2.545, -1.300], [-4.992, -1.943, -0.069], [-5.993, -3.236, 0.276]], "forces_ev_per_angstrom": [[-0.03, -0.03, -0.34], [1.63, 0.99, -0.75], [-0.75, -0.49, 0.33], [0.96, 0.52, -0.44], [-0.46, -0.39, -0.39], [0.96, 0.27, 0.78], [-1.14, 0.23, 0.16], [1.29, -1.18, 1.16], [-0.84, 1.64, -0.92], [1.72, 0.85, 0.93], [-1.70, 0.23, -0.47], [1.90, -0.91, 1.18], [-0.38, 0.29, 0.13], [0.56, -0.31, 0.51], [-1.51, -0.37, -1.01], [-0.03, -0.19, 0.60], [-0.03, -0.86, 0.20], [-0.85, -0.18, -0.10], [-0.68, -0.28, -0.40], [-0.29, -0.41, -0.42], [-0.15, -0.27, -0.69], [0.09, 0.88, 0.09], [-0.45, -0.13, -0.62], [0.25, -0.19, 0.17], [0.56, -0.20, 0.02], [1.87, -1.45, 1.19], [-0.26, -1.62, 0.08], [-0.43, 0.81, -0.94], [-0.92, 0.11, -0.19], [0.13, -0.27, -0.88], [-2.90, -0.75, 1.34], [-0.28, -1.53, 0.53], [0.90, 0.64, -1.04], [-0.47, 0.19, 0.07], [-0.59, 1.22, 0.13], [-0.08, 0.46, -0.28], [-0.69, -0.03, 0.01], [-0.25, 1.64, -0.42], [0.78, -0.31, 0.75], [0.44, -0.23, 0.21], [2.16, 0.81, -0.61], [0.34, 0.41, -0.20], [-0.30, 0.26, 0.29], [0.66, -0.73, 0.35], [-1.25, 0.75, -0.23], [1.57, -0.40, 0.94], [0.05, -3.05, 1.15], [1.17, 1.26, -0.47], [-2.12, -0.12, -0.93], [1.24, 0.27, -0.03], [0.73, 0.02, 0.16], [-0.68, -2.49, 0.86], [-0.12, 2.77, -0.90], [0.70, 1.78, -0.41], [3.16, -0.30, 1.76], [-1.88, -0.92, 0.35], [-2.29, -0.04, -1.27], [2.68, -1.17, 1.60], [-2.08, -0.39, -0.11], [0.81, 0.27, 0.14], [0.08, -0.12, -0.29], [-1.20, 0.59, -0.45], [0.04, -0.11, 0.21], [-0.38, 0.48, -0.11], [-0.66, 0.12, -0.81], [0.48, 0.38, -0.30], [1.21, 0.40, 0.33], [-2.06, 0.85, -1.49], [-0.46, 0.17, 0.47], [-0.56, 0.70, -0.10], [1.22, -0.20, 1.05], [0.31, -0.52, 0.79], [0.15, 0.13, -0.62], [1.16, 0.41, -0.82], [0.01, -0.63, 0.39], [-0.39, -0.36, -0.30], [0.35, 0.59, -0.09], [-0.78, -0.17, 0.00], [-0.53, -0.50, -0.21], [1.04, 0.19, -0.22], [-0.39, 0.38, 0.68], [-1.19, -0.15, -1.05], [0.86, 0.12, 0.33], [0.30, -0.09, -0.16], [0.11, 1.02, 1.07], [-0.09, 1.93, -1.07], [-1.13, -1.76, -0.92], [0.12, -1.29, 1.63], [0.43, -0.21, -0.51], [-1.05, -0.49, -0.34], [-0.83, 0.59, 0.52], [0.08, -0.21, 0.08], [-0.19, -0.71, -0.79], [0.23, -0.38, -0.26], [0.62, 0.66, -0.68], [0.45, 0.04, 0.84], [0.20, 0.67, 0.32], [0.35, -1.44, -0.15], [-3.37, 2.15, -1.99], [1.18, 0.88, -0.15], [1.10, 0.11, -0.69], [2.07, -1.27, 1.73], [0.01, -0.08, -0.31], [-0.41, 0.44, 0.09], [0.40, 0.47, 0.28], [0.13, 0.09, -0.40], [0.33, -0.59, 0.39], [-0.67, -0.13, 0.32], [-0.21, 0.23, -0.19], [0.44, 0.17, -0.37], [-1.31, -1.01, 1.52]], "lowdin_charge": [0.70, -0.09, -0.10, -0.05, -0.23, -0.02, -0.06, 0.05, 0.09, -0.33, 0.02, -0.05, -0.07, -0.10, 0.11, 0.10, 0.10, 0.07, 0.11, 0.11, 0.11, 0.10, 0.10, 0.10, 0.09, -0.25, -0.05, -0.09, -0.08, -0.18, -0.03, -0.08, -0.14, 0.13, -0.14, 0.06, 0.04, 0.09, 0.12, 0.11, 0.16, 0.12, 0.10, 0.12, -0.25, -0.03, -0.09, -0.14, -0.09, -0.42, 0.99, -0.29, -0.36, -0.25, -0.05, -0.08, -0.06, -0.08, 0.13, 0.14, 0.11, 0.12, 0.11, 0.11, 0.14, 0.13, 0.11, 0.07, -0.09, -0.76, -0.05, -0.04, -0.44, 0.06, 0.00, 0.08, 0.07, 0.06, 0.07, 0.06, 0.05, 0.06, -0.05, -0.12, -0.05, -0.53, 0.03, -0.03, 0.08, 0.09, 0.07, 0.07, 0.08, 0.06, 0.08, 0.09, 0.05, -0.17, 0.54, -0.17, -0.17, -0.34, 0.05, 0.07, 0.00, 0.04, 0.04, 0.05, 0.05, 0.04, 0.02]}